DFT (ωB97M-V/def2-TZVPD) results for a single CHF3 molecule.

CARTESIAN COORDINATES (ANGSTROEM)
F 0.4148 -0.9433 0.7581
C -0.0597 -0.0112 0.0616
F 1.0085 0.7940 -0.2077
F -0.4200 -0.5298 -1.1542
H -0.9435 0.6904 0.5422

Atomic forces in eV per Å
0.3 -2.6 2.4
-1.4 4.0 -2.3
-0.5 0.5 0.0
-0.4 0.4 0.9
2.1 -2.2 -1.1

Summary:
**Charge**: 0
**Molecular weight**: 70.01 g/mol
**Relative energy (zero: lowest compared OMol25 entry of this formula, charge and spin)**: 47.70 kJ/mol
**Lowest unoccupied orbital energy**: 1.1 eV
**SMILES string**: FC(F)F